{"formula": "C21H30ClN3O2", "method": "the ωB97M-V functional and the def2-TZVPD basis", "energy_ev": -43353.681, "smiles": "Cc1ccc(CC(=O)NCC(C)(C)NC(=O)[C@H]2CCN3CC[C@H]2C3)c(Cl)c1", "largest_force_ha_per_bohr": 0.0027, "multiplicity": 1, "e_above_lowest_kj_mol": 34.72, "lumo_energy_ev": 0.61, "symbols": ["C", "C", "C", "C", "C", "C", "C", "O", "N", "C", "C", "C", "C", "N", "C", "O", "C", "C", "C", "N", "C", "C", "C", "C", "C", "Cl", "C", "H", "H", "H", "H", "H", "H", "H", "H", "H", "H", "H", "H", "H", "H", "H", "H", "H", "H", "H", "H", "H", "H", "H", "H", "H", "H", "H", "H", "H", "H"], "positions_angstrom": [[4.09, -1.45, 0.65], [3.06, -0.66, 1.41], [2.91, 0.71, 1.21], [1.96, 1.42, 1.92], [1.13, 0.82, 2.86], [0.09, 1.62, 3.59], [-1.35, 1.50, 3.10], [-2.24, 2.14, 3.62], [-1.58, 0.64, 2.08], [-2.94, 0.36, 1.66], [-3.00, -0.78, 0.63], [-2.44, -2.06, 1.25], [-4.46, -0.99, 0.24], [-2.25, -0.33, -0.56], [-1.27, -0.94, -1.27], [-0.84, -2.05, -1.03], [-0.76, -0.14, -2.49], [-0.59, 1.37, -2.30], [0.69, 1.71, -1.53], [1.88, 0.99, -2.03], [2.02, 1.16, -3.49], [1.15, 0.05, -4.15], [0.58, -0.74, -2.96], [1.64, -0.45, -1.89], [1.30, -0.55, 3.05], [0.30, -1.40, 4.21], [2.24, -1.29, 2.34], [4.43, -0.90, -0.22], [4.96, -1.66, 1.28], [3.68, -2.41, 0.32], [3.52, 1.21, 0.47], [1.86, 2.49, 1.75], [0.06, 1.34, 4.65], [0.33, 2.68, 3.55], [-0.82, 0.10, 1.70], [-3.54, 0.09, 2.52], [-3.38, 1.27, 1.24], [-3.00, -2.25, 2.16], [-2.56, -2.90, 0.57], [-1.39, -1.99, 1.50], [-5.05, -1.28, 1.11], [-4.89, -0.08, -0.18], [-4.53, -1.78, -0.51], [-2.52, 0.59, -0.87], [-1.51, -0.31, -3.26], [-0.55, 1.83, -3.29], [-1.45, 1.84, -1.80], [0.88, 2.78, -1.59], [0.58, 1.46, -0.47], [1.72, 2.17, -3.78], [3.07, 1.03, -3.75], [0.37, 0.45, -4.80], [1.77, -0.61, -4.76], [0.46, -1.80, -3.17], [2.56, -0.99, -2.11], [1.33, -0.70, -0.88], [2.32, -2.35, 2.52]]}